No. 1
Molecular formula: C23H32ClN5O3S
Method: DFT, the ωB97M-V functional and the def2-TZVPD basis

Results
HOMO energy in eV: -9.1
LUMO level in eV: -0.8
Energy relative to the best compared isomer or geometry (same formula, charge and spin) in eV: 2.615
M in g mol⁻¹: 494.061

Each line ends with the natural charge from an NBO analysis.
Element x y z (Å)
C: 3.3104 2.5092 1.6444  -0.5913
C: 2.9120 1.0711 1.2997  -0.4386
C: 1.4382 0.9517 1.1872  -0.0485
C: 0.8302 0.9697 -0.0957  0.2834
O: 1.7348 1.0618 -1.1224  -0.5251
C: 1.8281 -0.0545 -2.0144  -0.0707
C: 2.0753 -1.3811 -1.3613  0.0562
C: 3.5027 -1.6168 -0.9700  -0.6461
O: 1.6411 -2.3523 -2.3240  -0.7199
C: -0.5171 0.9656 -0.2815  0.0177
C: -1.1812 1.0417 -1.6263  -0.4527
C: -1.6629 -0.2608 -2.2566  -0.4152
C: -2.6227 -1.1168 -1.4876  -0.3648
Cl: -4.2507 -0.4387 -1.4381  -0.0625
C: -1.2936 0.9465 0.8850  0.0766
N: -2.6217 1.0041 0.9136  -0.6311
S: -3.0742 0.9405 2.4162  1.0008
N: -1.6342 0.8558 3.1289  -0.6075
C: -0.7388 0.8847 2.1619  0.0337
C: 0.6509 0.8776 2.2738  0.3154
O: 1.1892 0.8414 3.6065  -0.4688
C: 1.4848 -0.3405 3.9866  0.5505
N: 1.7522 -1.3941 4.3225  -0.4211
H: 4.2654 2.7266 1.2127  0.2134
H: 3.3653 2.6449 2.7072  0.2137
H: 2.6104 3.1982 1.2076  0.2069
H: 3.2761 0.4021 2.0545  0.2226
H: 3.3554 0.8283 0.3633  0.2356
H: 0.9626 -0.1103 -2.6264  0.1886
H: 2.6517 0.1689 -2.6653  0.1896
H: 1.4448 -1.5336 -0.4966  0.1804
H: 4.1884 -1.2423 -1.7111  0.2044
H: 3.6516 -2.6747 -0.8956  0.2328
H: 3.7454 -1.2273 -0.0052  0.2279
H: 2.4166 -2.7263 -2.7475  0.4716
H: -0.4967 1.5402 -2.2842  0.2280
H: -2.0441 1.6649 -1.5243  0.2449
H: -0.8508 -0.8972 -2.5547  0.2140
H: -2.1771 0.0153 -3.1601  0.2341
H: -2.7230 -2.0485 -2.0025  0.2162
H: -2.2691 -1.3479 -0.4977  0.2024
C: -5.2931 4.3384 -0.8239  -0.6151
C: -3.8747 4.8881 -0.7326  -0.3773
C: -3.2432 5.1445 -2.1083  -0.5131
C: -3.1607 3.9155 -2.8816  0.3014
N: -3.0959 2.9121 -3.4212  -0.3461
H: -5.3106 3.3708 -1.3267  0.2226
H: -5.7136 4.1993 0.1713  0.2172
H: -5.9450 5.0204 -1.3724  0.2027
H: -3.2488 4.1886 -0.1750  0.2100
H: -3.8779 5.8269 -0.1769  0.2085
H: -2.2357 5.5462 -1.9989  0.2493
H: -3.8314 5.8677 -2.6746  0.2437
C: 1.1325 -3.8553 2.2712  -0.6129
C: 0.7806 -5.0930 1.4501  -0.3807
C: 1.8165 -6.2212 1.5779  -0.5130
C: 3.1325 -5.8179 1.1053  0.2982
N: 4.1601 -5.5013 0.7231  -0.3473
H: 2.0635 -3.3995 1.9299  0.2120
H: 0.3482 -3.1032 2.1850  0.2142
H: 1.2463 -4.0935 3.3277  0.2198
H: 0.6724 -4.8217 0.3982  0.2076
H: -0.1836 -5.4832 1.7794  0.2076
H: 1.5095 -7.0912 0.9977  0.2482
H: 1.9117 -6.5322 2.6189  0.2451

No. 2
Molecular formula: C2H13NO4
Method: DFT, the ωB97M-V functional and the def2-TZVPD basis

Results
HOMO energy in eV: -8.3
LUMO level in eV: 0.1
Energy relative to the best compared isomer or geometry (same formula, charge and spin) in eV: 1.425
M in g mol⁻¹: 115.129

Each line ends with the natural charge from an NBO analysis.
Element x y z (Å)
C: 1.0054 1.1703 -1.8473  -0.5329
C: 1.2141 -0.0689 -2.2645  0.0196
N: 0.5278 -1.1829 -1.7791  -0.8202
H: 0.2238 1.4176 -1.1468  0.1890
H: 1.5748 2.0336 -2.1465  0.2025
H: 1.8873 -0.3846 -3.0485  0.1894
H: 0.1266 -1.1041 -0.8643  0.3689
H: 0.9751 -2.0761 -1.8925  0.3814
H: -2.9997 0.2457 0.9817  0.4623
H: -3.9755 -0.6021 0.2339  0.4672
O: -3.4629 0.2025 0.1429  -0.9293
H: 1.8201 3.4495 1.1537  0.4799
H: 0.3246 3.4098 1.5141  0.4791
O: 1.1725 2.9863 1.6658  -0.9532
H: 1.5447 1.0434 2.2315  0.4906
H: 0.4048 0.5284 3.1136  0.4567
O: 1.3524 0.4587 2.9803  -0.9526
H: -1.0329 -3.0710 0.5711  0.4721
H: -1.5807 -3.2971 -0.8932  0.4787
O: -1.1323 -3.6929 -0.1490  -0.9494

No. 3
Molecular formula: C24H64F6O24PS8
Method: DFT, the ωB97M-V functional and the def2-TZVPD basis

Results
HOMO energy in eV: -9.2
Total charge: -1
LUMO level in eV: 1.6
Energy relative to the best compared isomer or geometry (same formula, charge and spin) in eV: 4.974
M in g mol⁻¹: 1138.250

Each line ends with the Mulliken charge.
Element x y z (Å)
P: 10.5135 30.9670 -3.3245  1.2924
F: 9.3272 32.0991 -3.3064  -0.3844
F: 11.5954 32.0584 -2.9162  -0.3702
F: 10.2348 30.5543 -1.8078  -0.3739
F: 11.6825 29.7423 -3.3820  -0.4318
F: 9.4621 29.8243 -3.6347  -0.3686
F: 10.7955 31.1583 -4.8982  -0.3749
O: 5.7497 22.9182 -2.6905  -0.5973
S: 6.0281 24.2487 -2.1653  1.0657
O: 5.0546 25.3629 -2.2052  -0.5450
O: 6.4952 24.0131 -0.5830  -0.2906
C: 7.1195 22.7625 -0.3432  -0.2828
C: 8.1593 22.8650 0.7297  -1.1064
C: 7.7041 24.9846 -2.8244  -0.8484
H: 7.6188 22.3005 -1.1948  0.3787
H: 6.2990 22.0903 -0.0923  0.3307
H: 9.0102 23.3399 0.2413  0.2717
H: 8.3209 21.8250 1.0133  0.3331
H: 7.7440 23.4430 1.5552  0.2982
H: 8.4340 24.1753 -2.8070  0.2904
H: 7.9269 25.6725 -2.0087  0.3016
H: 7.4467 25.4237 -3.7883  0.4006
O: 15.8623 34.6029 -7.2431  -0.5757
S: 15.1811 35.8658 -7.1112  1.0875
O: 15.8486 37.0740 -6.6382  -0.5842
O: 14.3738 36.1827 -8.5397  -0.2903
C: 13.9369 35.0997 -9.3595  -0.0924
C: 13.1943 35.7026 -10.4775  -1.2710
C: 13.7671 35.6084 -5.9151  -0.9196
H: 13.4729 34.2850 -8.8037  0.3679
H: 14.7908 34.5544 -9.7615  0.2495
H: 12.2372 36.0979 -10.1374  0.2986
H: 12.9900 34.9635 -11.2522  0.4027
H: 13.7399 36.4171 -11.0939  0.3107
H: 13.1189 34.7598 -6.1335  0.3289
H: 13.2296 36.5424 -6.0788  0.3226
H: 14.1737 35.7251 -4.9105  0.3659
O: 2.8704 30.1034 -6.6362  -0.5914
S: 4.3075 30.2714 -6.5176  1.1281
O: 5.2471 29.2143 -6.8159  -0.5714
O: 4.7366 31.5850 -7.4587  -0.3603
C: 6.0713 31.7268 -7.8714  -0.2632
C: 6.5036 33.2031 -7.9998  -1.1777
C: 4.7092 30.9828 -4.9209  -0.8432
H: 6.1908 31.3931 -8.9022  0.2805
H: 6.8004 31.0744 -7.3909  0.4095
H: 6.2694 33.8047 -8.8781  0.3320
H: 7.5577 33.4760 -7.9515  0.3781
H: 6.0938 33.7526 -7.1523  0.3015
H: 5.6367 31.5545 -4.9521  0.3233
H: 4.8470 30.1248 -4.2629  0.3246
H: 3.8925 31.5331 -4.4538  0.3312
O: 3.4092 30.5628 0.2896  -0.5781
S: 3.9274 31.5112 1.3166  1.1507
O: 3.1364 31.9991 2.4399  -0.5915
O: 5.3290 30.9851 1.9589  -0.3020
C: 6.2949 30.3118 1.1140  -0.1457
C: 6.1697 28.8308 1.3828  -1.1836
C: 4.5752 32.9943 0.3290  -0.8586
H: 7.3340 30.6033 1.2668  0.3385
H: 6.0624 30.5333 0.0724  0.2460
H: 5.2016 28.4022 1.1237  0.3088
H: 6.1791 28.7465 2.4695  0.3153
H: 6.9787 28.2865 0.8954  0.3532
H: 5.4506 32.7100 -0.2549  0.2724
H: 4.8826 33.8626 0.9117  0.3274
H: 3.7914 33.1904 -0.4025  0.3488
O: 18.2749 28.1066 -3.5823  -0.5849
S: 19.2790 28.6476 -4.5484  1.1354
O: 19.5316 27.9301 -5.7829  -0.5919
O: 18.8196 30.1668 -4.9672  -0.2875
C: 18.6255 31.1280 -3.9161  -0.3072
C: 17.1176 31.0645 -3.4493  -1.0114
C: 20.8725 28.9990 -3.6639  -0.9187
H: 18.9099 32.0552 -4.4136  0.3388
H: 19.2687 31.0676 -3.0382  0.2647
H: 16.4933 31.2699 -4.3188  0.3022
H: 17.0562 31.9362 -2.7978  0.3478
H: 16.8225 30.1121 -3.0087  0.2908
H: 20.5524 29.3378 -2.6785  0.3233
H: 21.3965 29.8031 -4.1806  0.3333
H: 21.4459 28.0732 -3.6171  0.3654
O: 10.1374 36.7023 3.1460  -0.6283
S: 9.2915 36.1836 2.0707  1.1098
O: 8.2559 35.1237 2.3738  -0.5590
O: 8.5595 37.4281 1.3022  -0.2498
C: 9.1985 38.6748 1.2818  -0.1309
C: 8.0905 39.6631 1.2768  -1.3037
C: 10.3655 35.5078 0.7233  -0.9286
H: 9.7488 38.7420 0.3433  0.2639
H: 9.8748 38.8253 2.1233  0.3618
H: 8.4741 40.6833 1.2839  0.3850
H: 7.5271 39.6853 2.2096  0.3309
H: 7.3344 39.4968 0.5095  0.3131
H: 9.7627 35.3949 -0.1777  0.3409
H: 10.5387 34.5463 1.2068  0.3620
H: 11.2977 36.0710 0.6801  0.3350
O: 14.3555 26.2374 -9.2991  -0.6265
S: 13.3650 27.2109 -8.7912  1.1637
O: 13.3241 28.5344 -9.3469  -0.5859
O: 11.8482 26.5163 -8.8163  -0.3249
C: 10.7195 27.2450 -8.3355  -0.1300
C: 9.6422 27.0614 -9.3279  -1.2891
C: 13.5356 27.4261 -7.0079  -0.8738
H: 11.0502 28.2768 -8.2164  0.4130
H: 10.3762 26.8945 -7.3622  0.2730
H: 9.3814 26.0031 -9.3211  0.3041
H: 9.9123 27.3293 -10.3493  0.3102
H: 8.8318 27.7052 -8.9861  0.3652
H: 13.2023 28.4538 -6.8637  0.3290
H: 14.5616 27.2683 -6.6756  0.4011
H: 12.8578 26.7026 -6.5549  0.2745
O: 14.2373 25.4792 2.0903  -0.5935
S: 13.6200 26.4584 1.2217  1.1265
O: 12.1870 26.7493 1.2783  -0.5779
O: 14.4692 27.8857 1.5072  -0.3154
C: 13.8185 29.1015 1.2723  -0.0884
C: 14.7384 30.2898 1.7214  -1.2666
C: 14.0871 26.1581 -0.5293  -0.8803
H: 12.8924 29.2532 1.8268  0.2807
H: 13.6225 29.2515 0.2106  0.3048
H: 14.7411 30.2481 2.8106  0.3297
H: 14.2363 31.1868 1.3590  0.3634
H: 15.7885 30.2581 1.4311  0.3357
H: 15.1438 26.1914 -0.7945  0.3290
H: 13.5746 26.8661 -1.1806  0.2916
H: 13.7007 25.1898 -0.8473  0.3618

No. 4
Molecular formula: C14H16O
Method: DFT, the ωB97M-V functional and the def2-TZVPD basis

Results
HOMO energy in eV: -8.3
LUMO level in eV: 0.7
Energy relative to the best compared isomer or geometry (same formula, charge and spin) in eV: 0.427
M in g mol⁻¹: 200.281

Each line ends with the natural charge from an NBO analysis.
Element x y z (Å)
C: -2.2828 2.3689 2.4052  -0.6290
C: 0.6913 0.0383 2.4020  -0.2006
C: -0.0851 1.1712 2.2514  -0.2031
C: 0.1502 -1.0835 3.0329  -0.2221
C: -1.4062 1.1792 2.6886  -0.0219
C: -1.1482 -1.0616 3.5108  -0.2075
C: -1.9425 0.0516 3.3014  -0.2119
H: 1.7264 -0.0331 2.1129  0.2132
H: 0.3468 2.1000 1.9246  0.2109
H: 0.7369 -1.9876 3.0548  0.2093
H: -1.5156 -1.9068 4.0682  0.2103
H: -2.5767 2.8983 3.3152  0.2170
H: -3.1704 1.9969 1.9354  0.2165
H: -2.9997 0.0914 3.5101  0.2055
H: -1.8380 3.1620 1.8055  0.2111
C: 0.8777 -2.5297 -4.0923  -0.6260
C: 1.0635 0.8367 -1.4103  0.2991
C: -0.0160 0.6782 -2.2578  -0.2944
C: 2.1111 -0.0718 -1.4629  -0.2602
C: -0.0806 -0.4371 -3.0933  -0.1769
C: 2.0789 -1.1158 -2.3597  -0.1913
C: 0.9785 -1.3303 -3.1893  -0.0508
O: 1.1783 1.8797 -0.5335  -0.6769
H: -0.8183 1.3826 -2.3999  0.2115
H: 0.5714 2.5954 -0.7813  0.4803
H: 2.9499 0.1361 -0.8126  0.2221
H: -0.9755 -0.6509 -3.6501  0.2052
H: 2.9628 -1.7372 -2.4382  0.2093
H: 1.8331 -3.0093 -4.3048  0.2176
H: 0.2954 -2.3327 -4.9971  0.2167
H: 0.3035 -3.2792 -3.5359  0.2173

no.,frontier orbital gap (eV)
1,8.3
2,8.4
3,10.8
4,9.1